# 1
DFT (ωB97M-V with the def2-TZVPD basis set) results for a structure of composition C3H9N2O2P in a non-equilibrium geometry.

Values from the calculation:
Highest occupied orbital energy in eV: -9.68
Frontier orbital gap in eV: 10.6
Energy relative to the best compared isomer or geometry (same formula, charge and spin) in eV: 6.257
LUMO energy in eV: 0.91

```
! wB97M-V def2-TZVPD RIJCOSX def2/J DEFGRID3
* xyz 0 1
C 1.21684 1.43991 0.27190
C 1.46599 -1.22991 0.05146
C 0.72705 0.07620 0.65453
N -2.35172 0.11224 1.30033
N -1.62997 -0.28325 -1.99168
O -1.59728 0.89509 -1.17140
O -1.55964 -1.13942 -0.89890
P -1.27828 0.01406 0.21674
H 0.77800 1.71834 -0.76796
H 0.93605 2.13034 1.08756
H 2.30598 1.23734 0.19292
H 0.88899 -1.54041 -0.91441
H 1.45665 -2.23287 0.60284
H 2.46404 -0.90167 -0.20105
H 0.69106 -0.06386 1.76865
H -1.98159 0.04658 2.15975
H -2.53216 -0.27871 -2.36129
*
```

---

# 2
DFT (ωB97M-V with the def2-TZVPD basis set) results for a cluster of 5 separate species, C22H50BIO20P4 in total in a non-equilibrium geometry.

Values from the calculation:
Highest occupied orbital energy in eV: -9.06
Frontier orbital gap in eV: 9.2
SMILES: C#CC[C@@]1(B(C)O)OC(=O)O[C@H]1[C@@H](I)CC.COP(=O)(OC)OC.COP(=O)(OC)OC.COP(=O)(OC)OC.COP(=O)(OC)OC
LUMO energy in eV: 0.11

```
! wB97M-V def2-TZVPD RIJCOSX def2/J DEFGRID3
* xyz 0 1
C -0.65312 1.02377 2.76839
C -0.72086 -0.40179 2.81057
C -0.82033 -2.05568 2.58054
C -1.26448 -2.31340 0.99099
B 0.13952 -2.17521 0.14558
C 0.91878 -0.75799 -0.18712
O 0.80070 -3.43690 -0.34296
O -1.79367 -3.63545 0.61763
C -2.40132 -3.36143 -0.72643
O -2.44985 -4.21596 -1.77295
O -2.88690 -1.97017 -0.68385
C -2.55043 -1.35990 0.61298
C -3.86431 -1.52937 1.58462
I -4.36706 0.32254 2.69763
C -5.23293 -2.00960 0.81866
C -5.88593 -0.84476 -0.16880
H -0.54133 2.12571 2.32240
H 0.25675 -2.52534 2.75721
H -1.58159 -2.54990 3.32563
H 0.80577 -0.54123 -1.34691
H 0.48781 0.17969 0.36536
H 2.07366 -0.92909 0.02830
H 0.87854 -3.34763 -1.35729
H -2.41118 -0.19723 0.54971
H -3.58864 -2.35618 2.38427
H -6.06441 -2.22787 1.64527
H -5.13386 -2.99076 0.18855
H -6.70284 -1.40978 -0.82404
H -6.48655 -0.01664 0.42797
H -5.06711 -0.32542 -0.82388
C 1.22439 0.62903 6.69674
O 2.20395 -0.37072 6.87902
P 3.35238 -0.49489 5.75879
O 2.88903 -0.30596 4.34676
O 4.00883 -1.93248 6.06926
C 3.15132 -3.04900 5.93998
O 4.47179 0.54871 6.25985
C 5.55376 0.79422 5.38519
H 0.28122 0.14908 6.42145
H 1.08746 1.16735 7.63725
H 1.50563 1.34376 5.91824
H 2.51937 -2.95697 5.05217
H 2.52183 -3.13368 6.83007
H 3.75706 -3.95405 5.84948
H 5.31071 1.64902 4.74876
H 5.77294 -0.07719 4.76150
H 6.44010 1.03430 5.97789
C -1.82256 5.12752 -1.69321
O -1.37660 3.81926 -1.97924
P -0.55966 3.59827 -3.34782
O -1.06885 4.37040 -4.52627
O -0.57839 1.99787 -3.52773
C -1.85218 1.40373 -3.67970
O 0.96180 3.91403 -2.92512
C 1.91637 3.96620 -3.96534
H -2.90756 5.16410 -1.82419
H -1.58222 5.36522 -0.65453
H -1.35584 5.87284 -2.34333
H -2.48599 1.99975 -4.34233
H -2.33226 1.30889 -2.70183
H -1.73051 0.40686 -4.11059
H 1.99945 4.99628 -4.32151
H 1.64153 3.31126 -4.79715
H 2.88527 3.64782 -3.57241
C 8.02232 7.41163 -5.70457
O 6.83178 8.16076 -5.82146
P 5.62408 7.79187 -4.82415
O 5.43400 6.32839 -4.56667
O 4.36016 8.53095 -5.49517
C 4.00228 8.09713 -6.79223
O 5.93598 8.68391 -3.52023
C 5.13050 8.45571 -2.38220
H 8.10393 6.74670 -6.56881
H 8.87350 8.09616 -5.70176
H 8.04525 6.81557 -4.78795
H 4.05759 7.00769 -6.87018
H 4.67082 8.55113 -7.52887
H 2.97806 8.41432 -7.00335
H 5.61019 7.70309 -1.75113
H 4.12813 8.11718 -2.65979
H 5.04321 9.38778 -1.81814
C -6.46174 -7.68620 -0.50425
O -5.11601 -8.09151 -0.37377
P -4.51088 -8.18123 1.11452
O -4.94087 -7.08853 2.04474
O -2.92328 -8.26516 0.85674
C -2.33744 -7.15027 0.21451
O -4.89806 -9.67293 1.58158
C -4.64268 -10.00678 2.93040
H -6.48402 -6.67290 -0.91465
H -6.97000 -8.36089 -1.19676
H -6.99010 -7.69886 0.45318
H -2.74221 -6.21380 0.60847
H -2.52462 -7.20592 -0.86139
H -1.25827 -7.16775 0.38571
H -5.53358 -9.79097 3.52582
H -3.79072 -9.44845 3.32894
H -4.42374 -11.07564 2.99474
*
```

---

# 3
DFT (ωB97M-V with the def2-TZVPD basis set) results for a structure of composition C29H38BrFeN4O6PS2 in a non-equilibrium geometry.

Values from the calculation:
Highest occupied orbital energy (spin up / spin down) in eV: -4.36 / -4.43
Frontier orbital gap (spin up / spin down) in eV: 6.8 / 6.5
⟨S²⟩: 8.7938
Energy relative to the best compared isomer or geometry (same formula, charge and spin) in eV: 0.000
LUMO energy (spin up / spin down) in eV: 2.42 / 2.02

```
! wB97M-V def2-TZVPD RIJCOSX def2/J DEFGRID3
* xyz -1 6
Fe 0.13813 -0.36285 0.37887
C -0.20170 1.30205 2.70551
O 0.37603 1.38318 1.39623
C 0.84754 2.59467 0.88922
C 2.17093 2.84362 1.07106
C 2.69755 4.04563 0.55828
Br 4.56866 4.16033 0.46929
C 1.93639 4.89813 -0.20164
C 0.58455 4.72245 -0.21660
C -0.06805 3.53012 0.25067
O -1.28932 3.33744 0.16537
C -0.19879 5.82115 -0.76912
N 0.41785 6.90435 -1.24946
C -0.65018 7.67219 -1.76496
C -0.69616 8.89703 -2.42868
C -1.88540 9.32284 -2.98522
C -3.06250 8.58586 -2.88287
C -3.08875 7.40526 -2.20527
C -1.89484 7.01562 -1.58283
N -1.54976 5.87004 -0.87456
H 0.55287 1.31990 3.51138
H -0.69004 0.29905 2.74071
H -1.00183 2.02634 2.79124
H 2.82857 2.09762 1.56834
H 2.40505 5.69845 -0.73486
H -2.50047 0.55757 0.52135
H 0.21518 9.45208 -2.57990
H -1.98311 10.16325 -3.65437
H -3.97944 8.95851 -3.30883
H -3.99479 6.81145 -2.23577
H -2.18476 5.11550 -0.57479
C -3.45895 -3.82741 2.10041
O -3.07294 -2.66455 2.79622
H -3.70196 -4.59724 2.82946
H -2.64688 -4.06968 1.34503
H -4.38729 -3.59084 1.54404
H -2.75863 -2.06866 2.10241
C 4.94650 -5.13454 -0.27923
C 4.96557 -3.67114 0.21158
C 5.42606 -3.66979 1.61845
O 3.63275 -3.07610 0.11079
P 2.22832 -3.04263 0.80800
S 0.84160 -3.12112 -0.59915
S 1.87471 -1.45325 1.94979
O 2.19095 -4.33800 1.81239
C 0.91375 -4.86029 2.16631
C 0.92317 -4.86402 3.70749
C 0.76709 -6.23396 1.53211
H 5.98593 -5.37692 -0.45953
H 4.40763 -5.30096 -1.22402
H 4.54297 -5.80939 0.47603
H 5.59259 -3.05317 -0.40077
H 4.83517 -4.33886 2.20137
H 5.41858 -2.68291 2.12447
H 6.49795 -3.98149 1.62678
H 0.16280 -4.12551 1.76226
H 1.65917 -5.61857 4.00029
H -0.01564 -5.16529 4.14587
H 1.23375 -3.85667 3.95704
H 1.70902 -6.72525 1.72935
H 0.54779 -6.13589 0.45896
H -0.13940 -6.72458 2.02058
C -2.12423 -0.42944 0.19579
C -2.98906 -1.37513 -0.52864
C -4.37495 -1.10639 -0.59861
C -5.23480 -1.92933 -1.34195
C -4.65998 -2.96534 -2.08215
C -3.28311 -3.25975 -2.04270
C -2.41607 -2.53527 -1.23931
H -4.67086 -0.29837 -0.03706
H -6.28696 -1.80591 -1.52057
H -5.27535 -3.57884 -2.72181
H -2.89325 -4.15327 -2.58960
H -1.34161 -2.81373 -1.20007
N 0.05922 -0.07414 -2.96825
C 0.90903 0.69422 -2.31067
N 1.37253 1.86451 -2.86080
O 1.31647 0.36043 -1.19244
H -0.70000 0.35687 -3.44177
H -0.26831 -0.87557 -2.41894
H 1.20376 2.01029 -3.85270
H 1.71605 2.64400 -2.19031
*
```